Entry from the OMol25 dataset: C27H46Br15N3NbO2S as an isolated structure at a distorted geometry (ωB97M-V/def2-TZVPD).

Total charge: -1
Frontier orbital gap, eV: 6.64
Spin multiplicity: 1
Molecular weight, g/mol: 1768.2

Last column: Löwdin charge in e.
CARTESIAN COORDINATES (ANGSTROEM)
N 1.41 -2.87 4.04  0.057
C -0.47 -0.75 0.02  -0.322
H -3.08 0.60 -1.98  0.079
S 1.18 -1.14 -3.77  0.581
H 3.02 2.50 0.35  0.072
C -7.30 -1.16 -4.71  -1.644
H 5.96 1.67 5.46  -0.036
H 6.19 -2.58 -2.54  0.055
H -5.83 2.56 -2.67  0.115
H -0.55 -2.86 0.51  0.090
Br -7.85 -2.28 -3.24  0.580
C -3.53 0.43 -2.96  -0.087
H 1.57 4.16 -0.37  0.020
Br 7.01 -3.14 1.82  0.588
C -2.59 5.06 0.30  -1.623
C 5.71 0.86 4.79  -1.612
Br 8.96 -5.64 2.11  0.550
H -4.37 2.35 -1.70  0.087
C -1.09 -1.95 0.78  -0.304
C -5.25 1.83 -2.10  -0.226
Br -1.10 4.76 -0.87  0.638
N 1.95 0.53 -1.70  -0.094
H -1.06 -1.82 1.86  0.080
H -5.14 -2.27 0.80  0.104
C 2.23 2.72 1.07  -0.376
H -3.46 -0.64 -3.15  0.090
H 2.68 1.37 -4.36  -0.075
H -6.56 -0.78 -0.80  0.079
Br 3.87 0.36 5.12  0.751
O 3.67 -2.00 -1.34  -0.294
H 0.80 4.33 1.25  0.061
Br 6.90 -0.60 5.18  0.544
H 5.56 -4.18 -2.93  0.057
Br -6.95 -2.19 -6.30  0.566
C 1.71 4.12 0.71  -0.306
H -2.97 0.99 -3.71  0.092
H -3.39 5.49 -0.29  -0.032
H 1.16 -2.37 6.03  0.097
H 2.85 -2.89 0.30  0.036
Nb 1.71 -0.24 0.33  1.710
H 3.04 5.80 0.19  0.062
C 2.58 2.38 -4.74  -1.646
C 2.82 5.15 1.03  -0.101
H -3.31 -0.08 0.75  0.081
O -4.91 0.78 -2.98  -0.221
H 1.13 0.05 5.62  0.079
Br -8.56 0.26 -5.03  0.559
H -6.72 -0.20 1.53  0.107
C 1.28 -1.98 5.03  -0.188
H 3.74 -4.05 -1.55  0.113
Br 8.20 -4.53 -0.78  0.588
H 0.52 1.72 1.65  0.032
H -7.17 1.39 -1.24  0.104
C -6.13 1.37 -0.92  -0.155
C -5.80 -0.07 -0.47  -0.196
H -2.97 -0.93 2.25  0.112
C 4.41 -3.18 -1.46  -0.333
C 1.41 -0.10 3.50  -0.233
C 7.61 -4.78 1.03  -1.650
H 4.71 -2.75 -3.54  0.071
C 1.28 -0.62 4.78  -0.263
C -5.73 -0.18 1.06  -0.211
C -4.88 -1.42 1.43  -0.196
H -5.09 -1.63 2.48  0.100
H 6.76 -5.45 1.00  -0.029
H -0.75 -0.89 -1.03  0.029
Br 1.54 3.36 -3.46  0.567
N 1.19 1.71 0.89  -0.232
H 3.48 0.20 0.67  -0.075
C -3.39 -1.05 1.25  -0.219
Br 1.68 2.25 -6.44  0.552
Br 4.35 3.10 -4.94  0.563
C 1.45 -0.11 -2.57  -0.995
H -4.86 -0.42 -0.90  0.090
H 3.75 4.62 1.25  0.060
C 1.55 -1.01 2.44  -0.281
Br 5.94 1.50 3.00  0.565
H -2.75 -1.94 -0.64  0.099
C 2.52 -2.19 -0.47  -0.361
H -1.02 0.13 0.37  0.030
H 1.42 0.96 3.33  0.063
H -6.36 -0.69 -4.41  -0.053
Br -2.16 6.34 1.68  0.566
H 2.59 5.73 1.93  0.063
H -5.16 0.67 1.43  0.082
H 2.70 2.72 2.06  0.093
H 5.04 -3.32 -0.57  0.074
C 5.28 -3.15 -2.71  -0.092
H 1.61 -3.10 2.02  0.075
H -6.00 2.03 -0.07  0.081
H 1.75 -2.63 -1.11  0.045
Br -3.25 3.41 1.05  0.594
C 1.54 -2.37 2.82  -0.210
C -2.59 -2.07 0.42  -0.215
H -2.90 -3.06 0.78  0.105



Entry from the OMol25 dataset: a 2-piece molecular cluster, C5H13NO overall at a distorted geometry (ωB97M-V/def2-TZVPD).

Total charge: -1
Frontier orbital gap (alpha / beta), eV: 2.15 / 8.94
Relative energy (zero: lowest compared OMol25 entry of this formula, charge and spin), kcal per mole: 40.0
Spin multiplicity: 2
<S²>: 0.75
Molecular weight, g/mol: 103.2

Last column: natural (NBO) charge in e.
CARTESIAN COORDINATES (ANGSTROEM)
H -1.41 -2.02 1.51  0.173
H 0.27 -2.51 2.01  0.181
H 1.57 0.52 -3.71  0.207
O -1.96 2.60 2.33  -1.511
C 1.43 -0.34 -3.05  -0.635
C -0.33 -1.87 1.37  -0.444
H 2.35 -0.77 -2.67  0.205
H -0.12 -2.23 0.36  0.186
H -2.52 3.41 2.26  0.305
H 0.94 -1.06 -3.72  0.200
N 0.00 -0.45 1.66  -0.638
C -0.06 0.45 0.48  -0.312
H -1.06 0.71 0.14  0.198
H 1.63 -0.75 -0.37  0.184
H 0.50 1.32 0.83  0.218
H -1.39 2.72 3.11  0.332
H -0.38 0.57 -2.23  0.187
H -0.79 -0.20 2.25  0.364
C 0.54 0.07 -1.93  -0.215
C 0.77 -0.14 -0.63  -0.185



Entry from the OMol25 dataset: a single C3H5NOS molecule at a distorted geometry (ωB97M-V/def2-TZVPD).

Frontier orbital gap, eV: 8.84
Relative energy (zero: lowest compared OMol25 entry of this formula, charge and spin), kcal per mole: 27.3
Spin multiplicity: 1
SMILES: NC(=S)CC=O
Molecular weight, g/mol: 103.1

Last column: natural (NBO) charge in e.
CARTESIAN COORDINATES (ANGSTROEM)
H 1.17 2.25 0.05  0.406
C -1.37 -0.54 -0.01  0.453
O -1.79 0.59 -0.30  -0.542
N 0.48 1.48 0.07  -0.766
C 0.97 0.20 0.01  0.070
H 0.31 -1.60 0.85  0.269
S 2.51 -0.07 -0.16  -0.120
C 0.05 -0.99 0.03  -0.597
H 0.24 -1.63 -0.83  0.282
H -0.48 1.66 0.16  0.422
H -2.09 -1.36 0.12  0.124



Entry from the OMol25 dataset: C19H41CeN2OP2 as an isolated structure at a distorted geometry (ωB97M-V/def2-TZVPD).

Total charge: +2
Frontier orbital gap (alpha / beta), eV: 7.32 / 7.36
Relative energy (zero: lowest compared OMol25 entry of this formula, charge and spin), kcal per mole: 31.4
Spin multiplicity: 2
<S²>: 0.75
Molecular weight, g/mol: 515.6

Last column: Mulliken spin population.
CARTESIAN COORDINATES (ANGSTROEM)
H 2.56 1.46 -2.49  0.001
H -0.74 -1.99 3.01  0.000
H 1.83 1.87 4.77  0.000
P -0.95 0.92 2.44  0.008
H 0.32 -2.58 -5.49  0.000
C -2.71 0.41 4.66  0.000
C -1.29 -4.08 0.25  0.000
H -0.51 -1.91 -3.33  0.000
H -3.21 1.34 4.41  0.000
C 3.69 -0.32 -2.70  -0.001
C 1.34 -2.94 -2.86  0.000
H -3.47 -0.30 5.02  0.000
H -0.92 0.54 -4.02  0.000
C -1.49 1.46 -2.16  -0.001
H -0.39 -1.24 4.59  0.000
H -1.86 3.12 1.88  0.000
C -0.73 -2.75 0.24  0.009
H 0.75 2.27 -0.15  -0.005
H 0.67 0.60 5.10  0.000
C 0.79 -1.68 -5.04  0.000
H -3.16 1.86 2.04  0.000
H -3.13 1.26 -0.12  0.000
C 2.51 -1.26 1.19  0.004
H 0.97 -3.90 -3.34  0.000
H -1.93 -4.26 1.14  0.000
O 3.11 -2.17 1.57  0.001
H 3.52 1.54 -4.72  0.000
H 0.14 1.92 -3.56  0.000
H -1.21 2.42 5.23  0.000
H -0.22 2.34 -0.54  -0.003
C -2.13 2.05 1.61  0.000
C -1.19 -1.48 3.88  0.000
C 0.07 2.00 3.51  -0.002
C 2.61 0.95 -4.56  0.000
C -2.32 1.95 0.05  0.000
H 0.37 -0.80 -5.48  0.000
H -2.01 0.57 5.52  0.000
H -2.32 0.78 -2.29  0.000
N -1.13 1.46 -0.73  -0.004
H 2.44 -2.87 -3.07  0.000
H 1.71 0.51 3.67  0.001
H 4.63 0.24 -2.82  0.000
H -1.44 3.56 3.88  0.000
C 2.50 0.56 -3.09  -0.001
H 0.62 2.61 2.79  -0.001
H -1.83 2.46 -2.42  0.000
H 0.00 3.64 4.90  0.000
C 0.59 -1.76 -3.51  0.000
H -1.88 -2.20 4.36  0.000
N -0.29 -1.65 0.22  -0.003
C -0.36 1.00 -3.14  0.002
H -0.51 -4.88 0.24  0.000
P 0.91 -0.15 -2.56  -0.004
C 1.11 1.20 4.30  0.002
C -0.70 2.94 4.43  0.000
H -1.95 -4.27 -0.64  0.001
H 1.77 1.61 -4.88  0.000
Ce 0.63 0.37 0.17  0.999
H 3.67 -0.63 -1.63  0.000
H 1.18 -3.02 -1.80  0.000
H 2.65 0.12 -5.23  0.000
H -2.77 -0.54 2.74  0.000
H -2.60 2.93 -0.34  0.000
H 1.90 -1.76 -5.30  0.000
H 3.79 -1.22 -3.28  0.000
C -1.99 -0.23 3.46  -0.003